(P)
Entry from OMol25: 2 unconnected molecules or ions with the total composition C5H17N2O (ωB97M-V/def2-TZVPD).

Element x y z (Å)
1 C -1.186 1.122 -0.379
2 N -1.475 -0.231 -0.813
3 C -0.975 -0.561 -2.138
4 C -1.367 -1.957 -2.556
5 C 0.256 1.202 0.155
6 N 0.444 0.034 1.048
7 C 0.384 0.357 2.491
8 H -1.373 1.901 -1.113
9 H -1.814 1.336 0.493
10 H -2.464 -0.441 -0.731
11 H -1.002 0.279 -2.832
12 H 0.132 -0.587 -2.098
13 H -0.674 -2.495 -3.209
14 H -2.368 -2.042 -2.974
15 H -1.273 -2.597 -1.673
16 H 0.319 2.150 0.665
17 H 1.018 1.203 -0.624
18 H 1.359 -0.390 0.899
19 H -0.311 -0.621 0.792
20 H 0.365 -0.550 3.093
21 H -0.481 0.935 2.822
22 H 1.198 0.990 2.801
23 H 3.284 0.861 2.212
24 H 4.483 0.086 1.871
25 O 3.521 0.018 1.797

The value obtained for the HOMO energy is -0.4869 Ha. Its charge is +1. The calculation puts the HOMO-LUMO gap at 10.501 eV. The LUMO energy is -2.75 eV.

=====

(Q)
Entry from OMol25: 2 unconnected molecules or ions with the total composition C5H17N2O (ωB97M-V/def2-TZVPD).

Element x y z (Å)
1 C -1.313 -0.973 -1.487
2 C -0.531 -0.482 -0.242
3 C -1.163 -0.540 1.155
4 C -0.267 -0.911 2.214
5 C 1.059 -0.190 2.321
6 N 2.000 -0.396 1.031
7 N -0.105 1.043 -0.522
8 H -1.892 -0.326 -2.106
9 H -0.523 -1.321 -2.167
10 H -2.100 -1.779 -1.417
11 H 0.317 -1.336 -0.336
12 H -1.441 0.540 1.390
13 H -2.044 -1.047 1.109
14 H -0.936 -0.682 3.153
15 H -0.019 -1.947 2.053
16 H 1.657 -0.283 3.276
17 H 0.849 0.918 2.082
18 H 1.966 -1.419 0.771
19 H 2.898 -0.225 1.451
20 H -0.559 1.558 0.278
21 H 0.948 1.132 -0.385
22 H -0.247 1.448 -1.504
23 H 0.218 2.709 -3.677
24 H 0.043 1.413 -4.102
25 O 0.111 1.837 -3.399

The value obtained for the HOMO energy is -0.5017 Ha. Its charge is +1. The calculation puts the HOMO-LUMO gap at 10.990 eV. The LUMO energy is -2.66 eV.

=====

Stability order, top to bottom: (P), (Q)